[1]
C4H12NO | ωB97M-V with the def2-TZVPD basis set

Last column: natural (NBO) charge in e.
Positions of all 18 atoms, in Å:
O1 -1.569 0.073 1.139  -0.728
N1 -2.642 1.544 -0.857  -0.900
C1 0.773 -1.652 0.280  -0.167
C2 2.300 0.114 -1.079  -0.603
C3 0.965 -0.134 1.042  -0.104
C4 1.012 -0.439 -0.499  -0.261
H1 0.046 -0.191 1.445  0.275
H2 1.766 0.488 1.259  0.260
H3 2.075 0.536 -2.017  0.245
H4 2.705 0.866 -0.371  0.218
H5 -2.273 0.960 -0.031  0.420
H6 1.434 -2.338 0.819  0.272
H7 -0.262 -2.006 0.220  0.268
H8 -2.205 2.449 -0.846  0.376
H9 0.240 -0.208 -1.195  0.288
H10 -2.260 -0.059 1.794  0.480
H11 2.994 -0.734 -1.163  0.238
H12 -3.515 1.510 -1.498  0.423

For the largest force on an atom, the calculation gives 5.73 eV/Å. The value obtained for the orbital gap is 4.1 eV. The total charge is +1. For the molecular weight, the calculation gives 90.146 g/mol.


[2]
C4H12NO | ωB97M-V with the def2-TZVPD basis set

Last column: natural (NBO) charge in e.
Positions of all 18 atoms, in Å:
O1 -3.427 2.345 0.760  -0.935
N1 -0.492 1.790 0.257  -0.712
C1 0.317 -0.417 -0.704  -0.102
C2 1.172 -1.541 -0.934  -0.493
C3 1.885 -2.134 0.309  -0.605
C4 0.395 0.524 0.338  -0.145
H1 -3.920 1.594 1.129  0.485
H2 0.708 -2.407 -1.405  0.244
H3 -0.356 2.365 -0.653  0.456
H4 2.734 -1.383 0.733  0.207
H5 1.212 -2.441 1.079  0.220
H6 -3.555 2.129 -0.143  0.464
H7 -0.509 2.403 1.032  0.452
H8 2.534 -3.011 -0.122  0.242
H9 1.270 0.491 1.171  0.274
H10 1.967 -1.249 -1.586  0.258
H11 -0.496 -0.422 -1.500  0.229
H12 -1.441 1.365 0.238  0.461

For the largest force on an atom, the calculation gives 4.47 eV/Å. The value obtained for the orbital gap is 10.6 eV. The total charge is +1. For the molecular weight, the calculation gives 90.146 g/mol.


[3]
C4H12NO | ωB97M-V with the def2-TZVPD basis set

Last column: natural (NBO) charge in e.
Positions of all 18 atoms, in Å:
O1 -0.441 -2.011 -2.597  -0.967
N1 -0.221 0.008 -0.830  -0.717
C1 0.179 0.845 1.548  -0.479
C2 -0.360 2.197 1.107  -0.617
C3 0.818 -1.441 0.760  -0.355
C4 0.339 -0.249 0.511  0.144
H1 0.289 0.769 -1.275  0.435
H2 1.344 -1.647 1.680  0.245
H3 -0.107 -0.872 -1.391  0.478
H4 -1.013 2.142 0.239  0.183
H5 0.765 -2.217 0.007  0.211
H6 -0.422 0.377 2.345  0.248
H7 -1.215 0.253 -0.834  0.438
H8 -0.305 -1.639 -3.478  0.504
H9 -0.908 2.719 1.885  0.254
H10 1.097 0.918 2.153  0.255
H11 0.484 2.813 0.835  0.226
H12 -0.323 -2.964 -2.665  0.514

For the largest force on an atom, the calculation gives 1.51 eV/Å. The value obtained for the orbital gap is 10.9 eV. The total charge is +1. For the molecular weight, the calculation gives 90.146 g/mol.


Q: Look up the total charge of the second one.
A: +1


Q: Which value of molecular weight does entry 1 give?
A: 90.146 g/mol


Q: Which of these has the highest orbital gap?
A: number 3